one | This record from the Open Molecules 2025 dataset describes a 2-piece molecular cluster, C4H9O2 overall. The level of theory is ωB97M-V with the def2-TZVPD basis set.

Geometry as XYZ:
```
15
Properties=species:S:1:pos:R:3:nbo_charge:R:1
C 0.5120 -0.0539 -1.1897 -0.61
C 0.9489 0.2512 -2.6373 -0.62
H 0.0354 0.7724 -0.6685 0.20
H -0.3050 -0.7744 -1.2173 0.22
H 1.3556 -0.3854 -0.6011 0.24
H 1.7290 -0.4839 -2.8768 0.19
H 1.3916 1.2472 -2.7293 0.19
H 0.2057 0.0743 -3.4165 0.18
C -1.4796 0.1355 2.3736 -0.77
C -0.0625 -0.4205 1.9200 0.78
O 0.9127 0.2808 2.2434 -0.80
O -0.1323 -1.4202 1.1694 -0.80
H -1.4331 0.1635 3.4686 0.19
H -2.2594 -0.5622 2.1084 0.20
H -1.4191 1.1756 2.0531 0.21
```

Total charge: -1
E_HOMO (eV): -3.761

two | This record from the Open Molecules 2025 dataset describes an isolated ion of composition C4H9O2 and charge -1. The level of theory is ωB97M-V with the def2-TZVPD basis set.

Geometry as XYZ:
```
15
Properties=species:S:1:pos:R:3:nbo_charge:R:1
O -0.5268 0.1640 -2.3139 -0.94
C -0.3695 1.0865 -1.3840 0.02
C 0.8373 0.8001 -0.3724 -0.45
C 0.3527 0.0545 0.8667 -0.42
C -0.0018 -1.4094 0.6134 -0.07
O -1.2298 -1.8123 1.2427 -0.75
H -1.2326 1.1988 -0.6586 0.04
H -0.1323 2.1334 -1.7433 0.05
H 1.3324 1.7186 -0.0762 0.17
H 1.4880 0.1671 -0.9774 0.20
H -0.5187 0.5450 1.3384 0.18
H 1.1320 0.0979 1.6335 0.18
H -0.0910 -1.6262 -0.4623 0.21
H 0.7533 -2.0906 1.0112 0.14
H -1.7932 -1.0274 1.2822 0.46
```

Total charge: -1
SMILES string: [O-]CCCCO
E_HOMO (eV): -2.318

Stability verdict: one, ahead by 2.009 eV

one | This record from the Open Molecules 2025 dataset describes an isolated ion of composition C4H9O2 and charge -1. The level of theory is ωB97M-V with the def2-TZVPD basis set.

Geometry as XYZ:
```
15
Properties=species:S:1:pos:R:3:nbo_charge:R:1
O 1.8385 -0.5810 1.1504 -0.96
C 0.6391 -1.1922 1.1711 -0.01
C -0.5771 -0.2124 1.1012 -0.43
C -0.3424 0.8512 0.0328 -0.44
C -0.1986 0.2630 -1.3532 -0.07
O -0.0759 1.2825 -2.3718 -0.75
H 0.4984 -1.9050 0.3082 0.05
H 0.4615 -1.8200 2.0895 0.07
H -0.6938 0.2848 2.0641 0.18
H -1.4625 -0.8133 0.8548 0.16
H 0.6012 1.3431 0.2832 0.23
H -1.1303 1.6121 0.0149 0.17
H 0.6803 -0.3831 -1.3758 0.19
H -1.0701 -0.3267 -1.6379 0.15
H 0.8317 1.5970 -2.3317 0.46
```

Total charge: -1
SMILES string: [O-]CCCCO
E_HOMO (eV): -2.343

two | This record from the Open Molecules 2025 dataset describes a 2-piece molecular cluster, C4H9O2 overall. The level of theory is ωB97M-V with the def2-TZVPD basis set.

Geometry as XYZ:
```
15
Properties=species:S:1:pos:R:3:nbo_charge:R:1
C 0.1341 -0.7700 2.9807 -0.62
C -1.3415 -0.5701 2.5450 -0.61
H 0.7230 -0.9834 2.0843 0.23
H 0.5472 0.1558 3.3704 0.21
H 0.2483 -1.6677 3.5762 0.19
H -1.9498 -1.1036 3.2704 0.18
H -1.5055 -1.1994 1.6585 0.21
H -1.6791 0.4184 2.2691 0.22
C -0.4965 -0.2463 -2.4345 -0.76
C 0.5231 0.5031 -1.4386 0.78
O 1.6447 -0.0347 -1.3808 -0.79
O -0.0037 1.4555 -0.8415 -0.79
H -0.0165 -0.9027 -3.1675 0.18
H -1.0789 0.4406 -3.0505 0.19
H -1.0700 -0.8670 -1.7432 0.19
```

Total charge: -1
E_HOMO (eV): -3.670

three | This record from the Open Molecules 2025 dataset describes a 2-piece molecular cluster, C4H9O2 overall. The level of theory is ωB97M-V with the def2-TZVPD basis set.

Geometry as XYZ:
```
15
Properties=species:S:1:pos:R:3:nbo_charge:R:1
C -0.2480 -0.9256 -1.2943 -0.62
C 1.0701 -1.5557 -0.8251 -0.62
H -1.0823 -1.4552 -0.8305 0.21
H -0.2814 0.0709 -0.8745 0.23
H -0.3562 -0.8568 -2.3784 0.18
H 1.7918 -0.7643 -0.6037 0.21
H 1.5408 -2.2491 -1.5241 0.17
H 0.9334 -2.0057 0.1559 0.23
C -0.4632 1.9231 0.7770 -0.74
C -0.4859 0.6502 1.6727 0.76
O -1.6105 0.2677 2.0546 -0.79
O 0.6333 0.1462 1.9281 -0.80
H -1.2816 2.5782 1.0856 0.20
H -0.6392 1.7240 -0.2759 0.19
H 0.4788 2.4522 0.9326 0.20
```

Total charge: -1
E_HOMO (eV): -3.884

Stability verdict: three, ahead by 0.268 eV

one | This record from the Open Molecules 2025 dataset describes a 2-piece molecular cluster, C7H9NOS overall. The level of theory is ωB97M-V with the def2-TZVPD basis set.

Geometry as XYZ:
```
19
Properties=species:S:1:pos:R:3:nbo_charge:R:1
C -0.9507 1.5827 0.5064 -0.63
C -1.8966 0.5150 0.0441 0.10
C -1.6217 -0.2891 -1.0176 -0.45
S -2.9505 -1.3429 -1.4236 0.38
C -3.8062 -0.5810 -0.0911 -0.12
N -3.1603 0.3254 0.5836 -0.43
H -0.0064 1.2875 0.8881 0.21
H -0.7751 2.3780 -0.3005 0.22
H -1.4238 2.0884 1.2535 0.23
H -0.5443 -0.2184 -1.4510 0.26
H -4.7340 -1.0461 0.2204 0.21
O 2.0476 -0.6186 -1.9141 -0.49
C 2.4804 -0.5639 -0.8150 0.62
C 2.6696 0.1467 0.4731 -0.53
C 3.0836 -1.3129 0.3380 -0.55
H 1.6196 0.3489 0.9255 0.23
H 3.3520 0.9077 0.6803 0.24
H 4.1757 -1.5963 0.1649 0.25
H 2.4412 -2.0113 0.9347 0.24
```

SMILES string: Cc1cscn1.O=C1CC1
E_HOMO (eV): -9.041

two | This record from the Open Molecules 2025 dataset describes a 2-piece molecular cluster, C7H9NOS overall. The level of theory is ωB97M-V with the def2-TZVPD basis set.

Geometry as XYZ:
```
19
Properties=species:S:1:pos:R:3:nbo_charge:R:1
C 1.2238 -1.9732 0.1671 -0.64
C 0.9312 -0.5294 0.0542 0.01
C 1.2314 0.2897 -1.0793 -0.23
C 1.1490 1.6809 -1.0461 -0.20
C 0.4204 2.2490 0.0134 -0.22
C 0.1558 1.4858 1.1242 -0.22
C 0.2663 0.1551 1.1579 -0.21
H 1.7027 -2.3185 -0.7813 0.23
H 0.3907 -2.4252 0.6113 0.23
H 2.0404 -2.1982 1.0319 0.22
H 1.5673 -0.1966 -1.9221 0.20
H 1.4191 2.3530 -1.8737 0.21
H 0.2737 3.3400 -0.0525 0.21
H -0.2953 2.0019 1.9804 0.21
H -0.2152 -0.4363 1.9914 0.21
O -3.6711 -1.3682 -0.5790 -0.52
N -2.5311 -0.6581 -0.3269 -0.29
S -2.6164 0.8528 -0.1323 0.33
H -3.4428 -2.3047 -0.3386 0.48
```

SMILES string: Cc1ccccc1.ON=S
E_HOMO (eV): -8.339

Stability verdict: one, ahead by 1.019 eV

one | This record from the Open Molecules 2025 dataset describes a 4-piece molecular cluster, C5H16O3 overall. The level of theory is ωB97M-V with the def2-TZVPD basis set.

Geometry as XYZ:
```
24
Properties=species:S:1:pos:R:3:nbo_charge:R:1
C 1.1681 -0.2404 -2.1136 -0.36
C 1.2508 -0.1411 -0.8345 -0.18
C 0.3324 0.7291 0.0858 -0.47
C -0.9282 -0.0479 0.8051 -0.40
C -2.1229 0.7844 1.1261 -0.63
H 0.4386 0.4235 -2.5287 0.16
H 1.6997 -0.6492 -2.8234 0.20
H 2.0913 -0.6926 -0.2792 0.20
H 0.8746 1.2029 0.9260 0.23
H -0.0180 1.6198 -0.4829 0.20
H -0.5632 -0.5660 1.8143 0.19
H -1.2341 -1.0049 0.1161 0.21
H -3.1593 0.3625 1.1528 0.24
H -1.8790 1.2987 2.0485 0.20
H -2.1756 1.6642 0.3336 0.20
O -2.3351 1.9703 -1.8992 -0.92
H -1.8493 2.5648 -1.2288 0.46
H -1.6073 1.1981 -1.9423 0.47
O 1.1990 -2.9250 -0.3553 -0.93
H 0.6314 -3.4449 0.1666 0.46
H 1.4030 -2.1369 0.2639 0.46
O 2.4745 -0.4805 1.6634 -0.92
H 2.6778 -0.9353 2.5182 0.48
H 1.6308 -0.5534 1.4675 0.45
```

SMILES string: C=CCCC.O.O.O
E_HOMO (eV): -9.958

two | This record from the Open Molecules 2025 dataset describes a 3-piece molecular cluster, C5H16O3 overall. The level of theory is ωB97M-V with the def2-TZVPD basis set.

Geometry as XYZ:
```
24
Properties=species:S:1:pos:R:3:nbo_charge:R:1
C 2.2398 -1.2433 1.4624 -0.63
C 2.5661 -0.1007 0.4996 -0.20
C 3.5515 0.9636 1.0404 -0.60
C 1.2585 0.6121 -0.0119 -0.43
C 0.2815 -0.3804 -0.6482 -0.07
O -1.0972 -0.1729 -0.2391 -0.74
H 1.1716 -1.2978 1.6531 0.21
H 2.6324 -2.1806 1.0821 0.22
H 2.6275 -1.0267 2.4608 0.21
H 3.0033 -0.3500 -0.4693 0.19
H 3.2944 1.2090 2.0705 0.20
H 3.4840 1.8539 0.4152 0.21
H 4.5444 0.5286 0.9447 0.21
H 0.8329 1.1664 0.8068 0.20
H 1.6016 1.2396 -0.8363 0.20
H 0.3123 -0.3481 -1.7314 0.17
H 0.4730 -1.3601 -0.2295 0.18
H -1.1705 0.7560 0.0037 0.46
O -3.3776 -0.5738 2.1657 -0.97
H -3.4069 -0.4175 3.1095 0.48
H -2.5209 -0.5608 1.7356 0.49
O -4.1351 0.6829 -4.1663 -0.94
H -4.8905 1.2062 -3.8638 0.47
H -3.3628 1.1676 -3.8634 0.47
```

SMILES string: CC(C)CCO.O.O
E_HOMO (eV): -10.480

Stability verdict: two, ahead by 2.671 eV

one | This record from the Open Molecules 2025 dataset describes C17H22F2IrN4 as an isolated structure. The level of theory is ωB97M-V with the def2-TZVPD basis set.

Geometry as XYZ:
```
46
Properties=species:S:1:pos:R:3:lowdin_spin:R:1
Ir -0.0893 -0.2541 0.5823 0.78
N 0.6517 1.3060 -5.0617 0.00
C 0.5511 1.0378 -3.5687 0.00
C -0.2003 2.1973 -2.9100 0.00
C -0.1393 2.2006 -1.3762 0.01
N -1.0596 1.1780 -0.7212 0.06
C 1.2857 2.0267 -0.8681 0.01
C 2.0323 0.8439 -1.4737 0.01
N 1.5613 -0.4569 -0.8386 0.03
C 1.9617 0.8502 -3.0060 0.00
H -0.2709 1.4153 -5.5002 0.00
H 1.1264 0.5445 -5.5618 0.00
H 1.1785 2.1653 -5.2632 0.00
H -0.0238 0.1099 -3.5032 0.00
H -1.2383 2.2416 -3.2506 0.00
H 0.2578 3.1429 -3.2198 0.00
H -0.5080 3.1727 -1.0491 0.00
H -1.6427 0.7072 -1.4159 0.00
H -1.7338 1.6762 -0.1357 0.00
H 1.3036 1.9721 0.2321 0.00
H 1.8435 2.9377 -1.1007 0.00
H 3.0854 0.9312 -1.2066 0.00
H 2.3386 -0.8477 -0.3016 0.00
H 1.3741 -1.1695 -1.5462 0.00
H 2.4357 -0.0468 -3.4132 0.00
H 2.5881 1.6912 -3.3226 0.00
F 1.0514 2.1556 5.1306 0.01
C 0.5163 1.1362 4.5390 0.01
C 0.5418 1.0882 3.1455 -0.04
C -0.0449 -0.0056 2.5221 0.02
C -0.6515 -1.0720 3.2974 0.05
C -0.6447 -0.9543 4.7005 0.00
F -1.1916 -1.9011 5.4193 0.00
C -0.0706 0.1288 5.3336 -0.04
C -1.2138 -2.1418 2.5317 0.02
C -1.8542 -3.2777 3.0048 0.01
C -2.3611 -4.2170 2.0973 0.00
C -2.2139 -3.9914 0.7453 0.01
C -1.5588 -2.8348 0.3207 0.01
N -1.0718 -1.9415 1.1786 0.04
H 1.0117 1.9088 2.6173 0.00
H -0.0669 0.2100 6.4171 0.00
H -1.9655 -3.4361 4.0669 0.00
H -2.8633 -5.1055 2.4609 0.00
H -2.5910 -4.6871 0.0071 0.00
H -1.4272 -2.6347 -0.7359 0.00
```

Total charge: +4
Expectation value of S²: 0.7852
E_HOMO (alpha / beta) (eV): -21.013 / -20.909
2S+1: 2

two | This record from the Open Molecules 2025 dataset describes C17H22F2IrN4 as an isolated structure. The level of theory is ωB97M-V with the def2-TZVPD basis set.

Geometry as XYZ:
```
46
Properties=species:S:1:pos:R:3:lowdin_spin:R:1
Ir 0.3226 0.7323 -0.6962 0.00
N 0.9606 -4.6194 0.8279 0.00
C 1.0751 -3.1346 0.5181 0.00
C 2.4206 -2.8814 -0.1466 0.00
C 2.7751 -1.4012 -0.2605 0.00
N 1.9045 -0.6578 -1.2529 0.00
C 2.7060 -0.6882 1.0892 0.00
C 1.3696 -0.8759 1.7848 0.00
N 0.3269 0.1054 1.2423 0.00
C 0.8979 -2.3403 1.8124 0.00
H 1.0801 -5.1956 -0.0144 0.00
H 0.0511 -4.8707 1.2323 0.00
H 1.6773 -4.9281 1.4972 0.00
H 0.2535 -2.9396 -0.1750 0.00
H 2.4778 -3.3661 -1.1251 0.00
H 3.2162 -3.3274 0.4602 0.00
H 3.7951 -1.3485 -0.6424 0.00
H 1.5986 -1.2773 -2.0072 0.00
H 2.5264 0.0017 -1.7363 0.00
H 2.9267 0.3780 0.9676 0.00
H 3.4976 -1.0675 1.7385 0.00
H 1.4611 -0.5757 2.8306 0.00
H 0.4395 0.9641 1.7879 0.00
H -0.6060 -0.2297 1.4964 0.00
H -0.1343 -2.3999 2.1694 0.00
H 1.5045 -2.8037 2.5983 0.00
F -4.3894 -1.5951 -1.4477 0.08
C -3.7902 -0.4692 -1.2632 0.15
C -2.3700 -0.5197 -1.0731 0.09
C -1.6933 0.6404 -0.8762 0.04
C -2.4250 1.8792 -0.8584 0.22
C -3.8522 1.8619 -1.0402 0.06
F -4.4797 3.0014 -0.9990 0.02
C -4.5448 0.7045 -1.2540 0.01
C -1.6119 3.0282 -0.6636 0.02
C -1.9797 4.3777 -0.6510 0.12
C -1.0028 5.3575 -0.4774 -0.01
C 0.3173 4.9733 -0.3300 0.10
C 0.6356 3.6098 -0.3403 0.06
N -0.2908 2.6688 -0.5072 0.04
H -1.9040 -1.4939 -1.1517 0.00
H -5.6191 0.6850 -1.4023 0.00
H -3.0156 4.6538 -0.7832 0.00
H -1.2805 6.4049 -0.4592 0.00
H 1.1109 5.6993 -0.2042 0.00
H 1.6611 3.2789 -0.2143 0.00
```

Total charge: +4
Expectation value of S²: 0.7854
E_HOMO (alpha / beta) (eV): -21.593 / -22.337
2S+1: 2

Stability verdict: two, ahead by 1.436 eV

one | This record from the Open Molecules 2025 dataset describes one molecule with the formula C3H4P2. The level of theory is ωB97M-V with the def2-TZVPD basis set.

Geometry as XYZ:
```
9
Properties=species:S:1:pos:R:3:nbo_charge:R:1
C -1.6310 -0.0079 -0.1408 -0.40
C -0.4481 -0.5103 -0.5528 -0.45
P 1.4516 0.0893 -0.3133 0.40
P 2.0898 1.8033 -1.5330 0.47
C 2.3516 1.7560 0.0870 -0.89
H -2.7176 -0.3385 -0.3534 0.21
H -1.5538 0.9233 0.3840 0.19
H -0.2484 -1.3155 -1.2750 0.21
H 2.8722 2.4738 0.7326 0.25
```

SMILES string: C=CP1#P=C1
E_HOMO (eV): -8.221

two | This record from the Open Molecules 2025 dataset describes one molecule with the formula C3H4P2. The level of theory is ωB97M-V with the def2-TZVPD basis set.

Geometry as XYZ:
```
9
Properties=species:S:1:pos:R:3:nbo_charge:R:1
H -2.1929 -1.4971 1.6199 -0.05
P -2.0606 -0.0894 1.3452 0.51
C -0.7003 -0.1515 0.4216 -0.44
C 0.5723 -0.5838 -0.1329 -0.45
C 0.0090 0.7460 -0.3035 -0.42
P 0.5205 2.1335 -1.0467 0.45
H 1.6300 1.4516 -1.5275 -0.06
H 1.4773 -0.6877 0.6559 0.23
H 0.7446 -1.3215 -1.0319 0.24
```

SMILES string: [H]/P=C1\C\C1=P/[H]
E_HOMO (eV): -8.711

Stability verdict: one, ahead by 0.401 eV